[1]
The following is a DFT calculation (ωB97M-V with the def2-TZVPD basis set) of a 6-piece molecular cluster, C5H20ClN10O9 overall at a distorted geometry.

Calculated values
E_LUMO (eV): 2.028
DFT total energy (hartree): -1887.28215
Energy relative to the best compared isomer or geometry (same formula, charge and spin) (kJ/mol): 583.5
Net charge: -1
Kohn-Sham gap (eV): 7.6
Strongest force on any atom (eV Å⁻¹): 8.8
E_HOMO (eV): -5.6

CARTESIAN COORDINATES (ANGSTROEM)
H  12.09311  -4.33049  18.89694
H  10.31529  -5.79311  28.29191
H  13.46158  -3.73333  15.14388
H  13.43699  -3.32003  18.44204
O  17.50519  -8.68341  28.20043
C  27.29786  -0.67779  23.88189
H  13.81451  -2.73890  16.57376
N  15.78931  2.80281  16.94210
N  17.83048  -7.00232  29.57580
C  17.99384  -7.66187  28.43467
H  28.99063  0.19747  24.29747
N  13.42513  -3.56309  16.13876
H  8.19614  -6.96907  26.02790
C  12.61758  -4.27030  16.88290
H  18.20068  -6.06656  29.66179
H  26.52101  -0.94023  25.66398
H  28.08664  -0.60868  25.62738
C  9.91778  -5.92341  26.26083
H  9.14628  -7.22360  27.52095
N  18.92743  -7.11632  27.68070
H  11.08419  -4.63080  27.29627
O  10.11977  -5.54728  25.08457
N  17.40868  4.03593  17.01884
H  25.68789  -1.79793  24.31241
N  26.42438  -1.22569  24.70000
N  10.52088  -5.46681  27.35844
H  16.36978  2.30053  17.59850
O  19.26798  -2.00207  23.16203
H  17.48387  -7.39853  30.43776
H  17.84951  3.16380  17.27412
O  12.01020  -5.19508  16.50570
O  27.42184  -0.90527  22.72494
O  15.62807  4.83583  16.04942
O  17.78099  -0.24208  22.93313
H  19.23126  -7.62638  26.86362
N  12.67164  -3.92309  18.17623
N  8.99035  -6.78566  26.62429
Cl  17.95174  -1.63907  22.76317
O  16.94810  -2.24780  23.66374
H  14.84117  2.57066  16.68281
N  28.17686  -0.25897  24.68416
C  16.13590  3.96064  16.66317
H  19.17416  -6.13889  27.74281
H  17.86059  4.90375  16.76833
O  17.63905  -2.01961  21.39319

Forces on atoms 1 to 3 (eV/Å):
0.263 -0.085 -0.473
-0.140 0.207 -0.447
0.057 0.207 0.394



[2]
The following is a DFT calculation (ωB97M-V with the def2-TZVPD basis set) of a 6-piece molecular cluster, C5H20IN10O5 overall at a distorted geometry.

Calculated values
E_LUMO (eV): 2.393
DFT total energy (hartree): -1424.14267
Energy relative to the best compared isomer or geometry (same formula, charge and spin) (kJ/mol): 519.2
Net charge: -1
Kohn-Sham gap (eV): 6.0
Strongest force on any atom (eV Å⁻¹): 8.1
E_HOMO (eV): -3.6

CARTESIAN COORDINATES (ANGSTROEM)
O  -2.13019  -1.77705  -6.19671
H  -4.62574  -0.00642  -5.56110
O  -0.30989  -5.27166  2.06725
H  6.16929  -1.39058  1.93537
H  -4.15565  0.19668  -7.37508
H  4.84257  4.63007  0.85406
N  3.44362  5.30000  -1.85639
O  -5.70225  4.21591  1.27286
H  3.42921  3.91654  0.01095
O  5.06722  6.35099  -0.70702
N  -3.55449  -0.61300  -7.43085
C  -5.92898  3.28558  1.95582
H  -0.16568  -6.57207  4.39842
H  3.55843  6.03353  -2.54111
N  4.10777  4.64936  0.16139
N  -5.38001  2.12854  1.99639
N  -0.17267  -5.56351  4.34513
H  -2.90185  -0.72408  -8.19362
N  -0.01669  -3.60164  3.55221
H  0.20927  -2.89838  2.86339
H  6.55991  -4.59928  1.28121
N  -6.92611  3.29795  2.81243
H  -7.09585  2.43849  3.31505
H  4.75334  -1.11017  0.88620
N  5.47220  -1.70364  1.27495
C  -0.22275  -4.86377  3.23876
H  -4.55848  1.91181  1.45030
C  -3.13544  -1.05020  -6.33980
H  -0.05911  -5.04422  5.20394
H  2.70161  4.62127  -1.95052
H  -3.46367  -0.51059  -4.41521
O  4.60555  -3.43968  0.10711
N  -3.82218  -0.58313  -5.35665
H  -5.82805  1.38651  2.51481
H  -7.64693  4.00534  2.80112
H  -0.06657  -3.43632  4.54734
N  6.38592  -3.62189  1.46708
H  6.92590  -3.09714  2.14025
I  -0.00214  0.57883  -0.63474
C  4.23246  5.50322  -0.80034
C  5.40708  -2.97215  0.90515

Forces on atoms 1 to 3 (eV/Å):
-1.050 0.498 -0.412
0.225 -0.117 0.395
-0.160 -0.094 1.816



[3]
The following is a DFT calculation (ωB97M-V with the def2-TZVPD basis set) of a 5-piece molecular cluster, C5H20O5 overall at a distorted geometry.

Calculated values
E_LUMO (eV): 0.355
DFT total energy (hartree): -578.56416
Energy relative to the best compared isomer or geometry (same formula, charge and spin) (kJ/mol): 269.3
Kohn-Sham gap (eV): 10.0
SMILES: CO.CO.CO.CO.CO
Strongest force on any atom (eV Å⁻¹): 2.6
E_HOMO (eV): -9.6

CARTESIAN COORDINATES (ANGSTROEM)
C  -0.85268  -13.62345  -34.32086
H  2.29718  -14.80655  -36.24220
O  1.03356  -16.70724  -39.36445
O  5.73308  -15.15376  -38.95330
H  -1.71689  -12.57779  -35.80504
H  -0.81860  -12.98558  -33.43765
H  6.07461  -16.04704  -38.86948
C  1.52957  -17.70279  -38.56451
H  4.15919  -12.21600  -32.52336
H  -1.00025  -14.65999  -34.01769
C  6.39434  -14.38628  -39.96473
H  7.47266  -14.53083  -39.89828
H  6.25467  -13.31872  -39.79475
H  1.40847  -17.40169  -37.52395
O  5.15367  -13.85099  -32.28138
H  4.03878  -14.31344  -36.42068
H  6.18991  -14.69646  -40.98948
H  0.75931  -18.46843  -38.65724
C  4.27221  -13.16341  -33.05038
H  3.56008  -16.07116  -36.42281
O  3.11342  -15.13047  -38.03318
H  1.54876  -15.91257  -39.20737
C  3.27200  -15.04837  -36.66571
H  3.98772  -14.97728  -38.39887
H  2.52407  -17.91278  -38.95817
H  0.15473  -13.81601  -34.68983
H  5.12147  -14.70813  -32.71251
O  -1.84050  -13.39855  -35.32269
H  4.57321  -12.96619  -34.07927
H  3.32514  -13.70226  -33.02221

Forces on atoms 1 to 3 (eV/Å):
0.281 -1.633 -0.411
0.199 0.080 0.359
-1.041 1.851 -1.399



[4]
The following is a DFT calculation (ωB97M-V with the def2-TZVPD basis set) of C5H20O5 as an isolated structure at a distorted geometry.

Calculated values
E_LUMO (eV): 0.223
DFT total energy (hartree): -578.41717
Energy relative to the best compared isomer or geometry (same formula, charge and spin) (kJ/mol): 655.2
Kohn-Sham gap (eV): 7.9
Strongest force on any atom (eV Å⁻¹): 14.8
E_HOMO (eV): -7.7

CARTESIAN COORDINATES (ANGSTROEM)
H  -18.26336  -5.11315  -7.42468
H  -23.60854  -5.43690  -7.46982
C  -22.55481  -5.37451  -7.19807
H  -19.71050  -5.22855  -6.44679
H  -19.00785  -7.71495  -11.32367
O  -20.53866  -4.78433  -4.81892
C  -19.35131  -5.15875  -7.47354
H  -20.62241  -7.31363  -10.78609
H  -18.89278  -3.80569  -3.77582
C  -19.69676  -6.88443  -11.16957
C  -19.66648  -1.51604  -6.51311
H  -18.78269  -1.57189  -5.87759
O  -21.67549  -6.14601  -8.08597
H  -18.74576  -6.15632  -12.72192
H  -18.82791  -5.55634  -4.05547
O  -20.08117  -2.86129  -6.72232
H  -22.53903  -5.90561  -6.24634
H  -20.44139  -1.05990  -5.89702
O  -19.65209  -6.21403  -12.41075
O  -19.77183  -6.10164  -8.39441
H  -19.30723  -6.28503  -10.34672
H  -20.84785  -5.69049  -4.74901
H  -20.72765  -6.01733  -8.42439
H  -19.72608  -4.20826  -7.85327
H  -22.18646  -4.38276  -6.93566
H  -19.80537  -4.84559  -2.81358
H  -19.47705  -0.85025  -7.35509
H  -20.30733  -3.22604  -5.86359
C  -19.48935  -4.71504  -3.84856
H  -21.81535  -7.03742  -7.75821

Forces on atoms 1 to 3 (eV/Å):
0.229 0.029 -0.046
0.163 0.479 -0.643
-0.095 -0.872 0.894